Record 1
{
  "formula": "C5H19N2O4",
  "method": "ωB97M-V with the def2-TZVPD basis set",
  "orbital_gap_ev": [9.916, 6.766],
  "molar_mass_da": 171.217,
  "max_force_ha_per_bohr": 0.0969,
  "e_tot_ha": -611.67004,
  "charge": 2,
  "s_squared": 0.763,
  "relative_energy_kj_mol": 173.7,
  "spin_multiplicity": 2,
  "e_lumo_ev": [-7.519, -10.687],
  "symbols": ["C", "O", "C", "C", "C", "C", "N", "N", "H", "H", "H", "H", "H", "H", "H", "H", "H", "H", "H", "H", "H", "H", "H", "O", "H", "H", "O", "H", "H", "O"],
  "coordinates": [[-1.4465, 0.8279, 1.2831], [-2.6167, 0.1451, 0.9333], [-0.2573, 0.0421, 0.8017], [0.9221, 0.5514, 1.7234], [1.7814, 1.4599, 0.9220], [2.1774, 1.1504, -0.3621], [2.5025, 2.1353, -1.2618], [-0.3916, -1.4492, 1.2517], [-1.3397, 1.7970, 0.7814], [-1.4316, 1.2500, 2.2989], [-3.4116, 0.6365, 1.1718], [-0.1031, 0.0968, -0.2608], [1.6563, -0.3010, 1.8364], [0.7722, 0.7981, 2.7866], [2.1149, 2.4494, 1.2990], [2.2132, 0.2333, -0.9398], [2.4853, 3.1040, -0.9398], [3.2484, 2.0026, -1.9383], [-0.9406, -1.5699, 2.1153], [0.4715, -1.9165, 1.4600], [-1.1290, -1.8014, 0.5425], [-2.2616, -1.6534, -1.9505], [-0.8718, -1.5100, -2.4338], [-1.3533, -1.7010, -1.6159], [0.3464, -3.4034, -0.9296], [1.8035, -3.0395, -0.3252], [0.8581, -2.8730, -0.3103], [-0.7416, 1.0688, -1.5948], [-1.1006, 1.4979, -2.9787], [-1.3683, 0.8616, -2.2951]],
  "forces_ev_per_a": [[-1.037, 1.498, -0.749], [0.284, -0.243, 0.086], [0.736, -1.086, 4.806], [2.313, -1.116, -1.393], [-0.487, 1.177, 1.126], [0.852, 1.998, -3.575], [0.617, -0.176, 2.566], [-4.158, 1.616, -0.605], [-0.208, 0.133, -0.752], [0.182, -1.262, 0.402], [0.030, 0.046, 0.007], [0.166, -0.579, -0.093], [-0.555, 0.235, -0.118], [-0.637, 0.475, -0.765], [-0.361, -0.661, -0.164], [-0.174, -0.807, 1.017], [-0.125, -0.120, -0.027], [-0.474, -0.506, -0.589], [0.043, 0.858, 0.100], [0.276, -0.780, -1.249], [2.163, -0.477, 0.514], [-0.045, 0.027, 0.399], [0.170, 0.055, 0.305], [-0.237, -0.441, -0.290], [0.494, -0.231, -0.201], [-0.112, -0.786, -0.596], [0.371, 0.578, 0.302], [-0.278, 0.044, -0.026], [-0.437, -0.156, -0.064], [0.630, 0.686, -0.375]]
}



Record 2
{
  "formula": "C8H10Cl2InOSSe4",
  "method": "ωB97M-V with the def2-TZVPD basis set",
  "orbital_gap_ev": [5.817, 5.898],
  "molar_mass_da": 655.798,
  "max_force_ha_per_bohr": 0.0081,
  "e_tot_ha": -11499.63207,
  "charge": 1,
  "relative_energy_kj_mol": 1706.3,
  "spin_multiplicity": 1,
  "e_lumo_ev": [-5.455, -5.374],
  "symbols": ["In", "Se", "Se", "Se", "Se", "C", "S", "O", "C", "C", "C", "C", "C", "C", "H", "H", "H", "H", "H", "H", "H", "H", "Cl", "C", "Cl", "H", "H"],
  "coordinates": [[-0.5373, -2.6209, -3.0660], [-0.2326, -4.1055, -0.2809], [1.0425, -5.8440, 0.1014], [2.3768, -6.2330, -1.8686], [1.8616, -4.6998, -3.3431], [1.0546, 1.2257, -2.3282], [1.8017, -0.2062, -1.5554], [1.3263, -1.3845, -2.3725], [0.8750, -0.2308, -0.0435], [-4.0765, 2.4924, 0.5348], [-3.0829, 2.2467, 1.1797], [-0.0706, 0.5793, 3.0288], [0.9555, -0.0459, 2.4582], [1.5149, -0.0434, 1.1112], [-0.0255, 1.0927, -2.3844], [1.4819, 1.3016, -3.3266], [1.3184, 2.1060, -1.7435], [-4.9705, 2.7010, -0.0066], [-1.6591, 2.1832, 3.1138], [-2.0585, 0.4712, 2.3997], [1.5011, -0.6688, 3.1666], [2.5977, 0.0276, 1.0370], [-1.2586, 1.6110, 2.0201], [-0.3298, 2.8113, 1.1782], [-0.8093, -0.5962, -0.2033], [0.3834, 2.3122, 0.5205], [-0.9800, 3.5171, 0.6725]],
  "forces_ev_per_a": [[0.010, 0.001, 0.016], [-0.002, 0.037, -0.005], [0.154, -0.107, -0.177], [-0.101, 0.015, 0.207], [-0.032, 0.008, -0.006], [-0.028, -0.056, -0.014], [-0.012, 0.057, 0.028], [-0.002, -0.017, -0.053], [0.031, -0.030, -0.033], [0.013, -0.079, 0.007], [0.097, 0.157, 0.015], [0.057, 0.049, 0.053], [-0.129, -0.058, 0.015], [0.108, -0.115, -0.014], [0.022, 0.028, 0.032], [0.022, -0.008, 0.010], [-0.011, 0.013, -0.013], [-0.005, 0.026, 0.017], [0.048, 0.018, -0.054], [0.056, 0.049, -0.156], [0.016, -0.040, -0.037], [-0.009, 0.108, -0.019], [0.273, 0.098, -0.153], [-0.391, -0.124, -0.060], [-0.068, 0.138, 0.059], [-0.059, -0.137, 0.380], [-0.060, -0.030, -0.048]]
}



Record 3
{
  "formula": "C4H6O",
  "method": "ωB97M-V with the def2-TZVPD basis set",
  "orbital_gap_ev": 9.720,
  "molar_mass_da": 70.091,
  "max_force_ha_per_bohr": 0.1005,
  "e_tot_ha": -231.08884,
  "charge": 0,
  "relative_energy_kj_mol": 354.1,
  "spin_multiplicity": 1,
  "e_lumo_ev": 1.122,
  "symbols": ["C", "C", "C", "C", "O", "H", "H", "H", "H", "H", "H"],
  "coordinates": [[-1.4351, -0.8416, -0.7239], [-1.1490, 0.1593, -1.5859], [0.4756, -0.1410, -0.2619], [0.6766, 0.4927, 1.1212], [0.0391, 0.7272, -1.3283], [-1.9635, -1.6713, -0.1805], [-1.6008, 0.6811, -2.4473], [1.0907, -0.8502, -0.7024], [1.6206, 1.0636, 1.0921], [0.9075, -0.2115, 1.8567], [-0.1053, 1.1590, 1.2683]],
  "forces_ev_per_a": [[3.813, 0.907, 1.556], [-0.912, -0.463, 0.110], [-5.123, -0.295, 0.615], [2.257, -0.099, -3.379], [0.814, 0.730, 0.442], [0.244, 1.379, -1.468], [-0.435, -0.733, 0.417], [1.528, -1.316, -0.134], [-0.225, 0.253, -0.219], [-0.472, -1.312, 1.236], [-1.489, 0.947, 0.823]]
}